# 1
{"formula": "C22H23NO4S", "method": "ωB97M-V/def2-TZVPD", "homo_ha": -0.326, "orbital_gap_ev": 9.42, "total_energy_ha": -1606.04760, "spin_multiplicity": 1, "smiles": "Cc1ccccc1CS(=O)(=O)Cc1ccc(C(=O)NCCc2ccccc2)o1", "de_lowest_kcal_mol": 0.43, "species": ["C", "C", "C", "C", "C", "C", "C", "C", "H", "H", "S", "O", "O", "C", "C", "C", "C", "C", "C", "O", "N", "H", "C", "H", "H", "C", "C", "C", "C", "C", "C", "C", "H", "H", "H", "H", "H", "H", "H", "O", "H", "H", "H", "H", "H", "H", "H", "H", "H", "H", "H"], "positions_angstrom": [[4.24403, -1.60111, -1.76678], [4.35868, -0.92353, -0.43794], [5.60821, -0.72855, 0.13770], [5.75206, -0.10730, 1.36495], [4.63075, 0.32301, 2.05200], [3.37995, 0.13750, 1.49362], [3.22777, -0.47366, 0.25262], [1.86555, -0.59707, -0.32455], [1.72219, -1.48828, -0.92942], [1.08071, -0.52080, 0.42357], [1.52335, 0.80352, -1.46041], [2.60945, 0.98316, -2.38374], [0.21775, 0.58929, -2.02647], [1.47752, 2.30507, -0.37482], [0.29317, 2.21768, 0.49162], [0.11889, 2.09367, 1.84550], [-1.26750, 1.92531, 2.05434], [-1.84631, 1.95060, 0.81234], [-3.23035, 1.66887, 0.38234], [-4.14406, 1.51768, 1.16943], [-3.35703, 1.60257, -0.96628], [-2.50438, 1.62343, -1.50954], [-4.47963, 0.93541, -1.57601], [-5.28398, 0.93170, -0.83698], [-4.79856, 1.49292, -2.46115], [-4.10035, -0.50709, -1.95936], [-3.60556, -1.22935, -0.73834], [-2.24971, -1.24862, -0.43217], [-1.80881, -1.84062, 0.73901], [-2.71222, -2.41417, 1.61601], [-4.06311, -2.40048, 1.31492], [-4.50514, -1.81048, 0.14567], [-5.56123, -1.79317, -0.08219], [-4.77349, -2.84458, 1.99642], [-2.36444, -2.86952, 2.53178], [-0.75292, -1.85607, 0.97268], [-1.53737, -0.79786, -1.11055], [-4.97816, -1.00425, -2.37444], [-3.31767, -0.47902, -2.72045], [-0.89635, 2.13789, -0.13039], [-1.77820, 1.79257, 2.98488], [0.88028, 2.14082, 2.59737], [2.41270, 2.32691, 0.17334], [1.42319, 3.13014, -1.08182], [2.49936, 0.45557, 2.03318], [4.72823, 0.79792, 3.01656], [6.73556, 0.03411, 1.78699], [6.48659, -1.07066, -0.38978], [3.61319, -2.48740, -1.69983], [5.22426, -1.90475, -2.12424], [3.80316, -0.91896, -2.49119]], "nbo_charge": [-0.67, 0.12, -0.24, -0.19, -0.22, -0.20, -0.11, -0.66, 0.26, 0.25, 2.15, -0.95, -0.95, -0.68, 0.25, -0.30, -0.24, 0.18, 0.63, -0.61, -0.61, 0.41, -0.22, 0.23, 0.20, -0.45, 0.08, -0.26, -0.20, -0.22, -0.20, -0.23, 0.21, 0.21, 0.21, 0.20, 0.23, 0.22, 0.21, -0.40, 0.25, 0.23, 0.27, 0.27, 0.21, 0.22, 0.22, 0.21, 0.21, 0.22, 0.25]}

=====

# 2
{"formula": "C4H8S2", "method": "ωB97M-V/def2-TZVPD", "homo_ha": -0.330, "orbital_gap_ev": 9.18, "total_energy_ha": -953.52399, "spin_multiplicity": 1, "smiles": "C=CC=C.SS", "de_lowest_kcal_mol": 39.31, "species": ["C", "C", "C", "C", "H", "H", "H", "H", "H", "H", "S", "S", "H", "H"], "positions_angstrom": [[-0.53211, -0.49539, 2.54866], [-0.30170, -1.24169, 1.47294], [0.00505, -0.69424, 0.15438], [0.32214, -1.44784, -0.90010], [-0.51894, 0.58782, 2.50525], [-0.83458, -0.92066, 3.49629], [-0.19603, -2.32022, 1.54728], [-0.08483, 0.38034, 0.03080], [0.51081, -0.98177, -1.85718], [0.31855, -2.52691, -0.81345], [-0.84851, 2.57112, -1.90779], [0.90158, 2.38387, -3.03925], [-0.26084, 3.26576, -0.92045], [1.51940, 1.43982, -2.31739]], "nbo_charge": [-0.37, -0.22, -0.22, -0.38, 0.19, 0.20, 0.20, 0.20, 0.20, 0.19, -0.12, -0.13, 0.13, 0.12]}

=====

# 3
{"formula": "C20H24BF4N9O3Sn", "method": "ωB97M-V/def2-TZVPD", "homo_ha": [-0.264, -0.264], "orbital_gap_ev": [6.03, 6.08], "total_energy_ha": -2133.75776, "spin_multiplicity": 1, "de_lowest_kcal_mol": 36.68, "species": ["Sn", "N", "C", "N", "C", "N", "N", "C", "C", "C", "C", "C", "C", "N", "C", "C", "C", "C", "C", "C", "H", "H", "H", "H", "H", "H", "H", "H", "H", "H", "H", "C", "C", "N", "O", "C", "C", "N", "O", "H", "H", "H", "H", "H", "H", "H", "F", "B", "F", "F", "F", "C", "N", "C", "N", "O", "H", "H", "H", "H", "H", "H"], "positions_angstrom": [[0.79228, 0.44589, 0.08248], [-2.63818, -2.57256, -0.45565], [-1.32116, -2.04835, -0.33267], [-1.22444, -0.78384, 0.41813], [-2.04334, -0.72347, 1.41429], [-2.12813, 0.43389, 2.09964], [-1.05958, 1.20276, 1.87486], [-1.06846, 2.36582, 2.43015], [0.00479, 3.33508, 2.31886], [0.39680, 4.14429, 3.42636], [1.30926, 5.18017, 3.18525], [1.78469, 5.34987, 1.85824], [1.47538, 4.41175, 0.91987], [0.58826, 3.44539, 1.07570], [-3.04106, -1.75519, 1.68649], [-3.69768, -1.73794, 2.93161], [-4.59653, -2.72360, 3.20911], [-4.99219, -3.64377, 2.15469], [-4.45760, -3.60457, 0.88748], [-3.41881, -2.65760, 0.66929], [-2.86962, -2.76114, -1.44883], [-0.56218, -2.71173, 0.14841], [-1.92776, 2.52966, 3.11001], [0.17375, 3.78388, 4.42834], [1.66674, 5.82662, 3.98337], [2.53860, 6.08626, 1.60500], [2.12387, 4.38408, 0.00208], [-3.33434, -0.98211, 3.67031], [-5.10757, -2.82772, 4.20080], [-5.73902, -4.39397, 2.42206], [-4.80488, -4.26542, 0.05753], [-0.48086, 2.28722, -4.17227], [-0.27159, 1.26857, -3.03248], [-0.29081, 1.71995, -1.74771], [-0.29565, 3.08101, -1.71844], [-0.23919, -0.17285, -3.10341], [-0.25315, -0.86759, -4.43058], [-0.09460, -0.78924, -1.90005], [-0.93675, -1.82068, -1.71753], [0.12621, 3.15248, -4.08208], [-1.52895, 2.55979, -4.27366], [-0.22896, 1.82100, -5.17770], [0.27067, 3.29283, -0.88944], [-1.05920, -0.59871, -5.07627], [-0.29923, -1.90280, -4.27382], [0.71090, -0.66997, -5.01425], [4.66733, 1.72211, -1.74691], [3.45155, 2.00723, -1.14918], [2.61140, 0.76479, -1.20898], [2.66940, 2.95832, -1.82952], [3.57395, 2.34996, 0.22363], [2.92451, -4.47115, 1.23370], [3.41411, -3.60119, 0.17864], [2.88317, -2.38770, -0.04483], [3.72542, -1.62696, -0.89804], [1.82004, -1.93715, 0.41239], [2.67280, -5.40753, 0.72162], [2.01286, -4.04520, 1.73691], [3.69494, -4.73545, 1.93319], [4.39765, -3.67131, -0.00158], [4.27000, -2.16055, -1.60178], [3.26014, -0.85168, -1.38282]], "nbo_charge": [1.42, -0.64, 0.41, -0.72, 0.44, -0.44, -0.26, -0.01, 0.17, -0.25, -0.14, -0.27, 0.04, -0.49, -0.20, -0.08, -0.28, -0.17, -0.27, 0.22, 0.42, 0.17, 0.19, 0.23, 0.22, 0.22, 0.23, 0.24, 0.22, 0.21, 0.22, -0.66, 0.18, -0.13, -0.54, 0.23, -0.68, -0.17, -0.37, 0.26, 0.24, 0.22, 0.53, 0.23, 0.24, 0.25, -0.54, 1.37, -0.62, -0.56, -0.56, -0.42, -0.61, 0.81, -0.85, -0.71, 0.20, 0.24, 0.20, 0.40, 0.38, 0.42]}